An isolated molecule of C27H28N4O7S, computed with ωB97M-V/def2-TZVPD.

E_LUMO in Ha: 0.00458
E_tot in hartree: -2189.5967
Net charge: 0
Spin multiplicity: 1
Molecular weight in g mol⁻¹: 552.61
HOMO in hartree: -0.274

Structure (XYZ):
```
67
Properties=species:S:1:pos:R:3:forces:R:3
C 1.712549 4.363905 6.308482 0.0 0.1 0.0
H 1.974213 4.318086 7.372441 0.0 0.0 0.0
O 1.296769 3.109733 5.832948 -0.1 -0.3 -0.1
C 2.290285 2.114882 5.950263 0.0 -0.3 0.0
C 1.716635 0.809907 5.401581 0.2 0.2 0.3
N 1.380404 0.945667 4.005324 -0.2 0.3 0.2
C 2.075841 0.324970 3.025844 -0.3 0.1 0.0
O 2.943010 -0.500374 3.254244 0.3 -0.1 0.0
C 1.663742 0.699020 1.640665 -0.1 0.0 -0.3
C 0.334858 0.896244 1.318708 0.3 0.1 0.0
C -0.022757 1.190288 0.000087 0.7 0.1 -0.4
C 0.978614 1.351353 -0.970931 -0.1 -0.1 0.5
C 2.316327 1.141958 -0.632500 0.0 0.0 0.0
C 2.652621 0.795444 0.654452 0.0 0.0 0.0
H 3.678388 0.602493 0.928228 0.1 0.0 0.0
H 3.063423 1.247962 -1.403840 0.1 0.0 -0.1
C 0.603607 1.720733 -2.331393 0.0 0.2 0.0
O 1.380128 1.991540 -3.220457 0.2 -0.1 -0.1
N -0.783302 1.758936 -2.554921 0.4 0.1 -0.1
C -1.659377 1.495521 -1.553278 -0.5 0.0 0.8
N -1.346771 1.283578 -0.325439 -0.5 0.3 0.0
S -3.379378 1.412703 -1.952343 -0.4 0.1 0.0
C -3.828404 -0.019597 -0.907496 0.3 0.3 -0.2
C -2.758046 -1.079517 -1.154117 -0.4 -0.1 0.4
O -2.579608 -1.550168 -2.256544 0.1 0.0 -0.2
N -2.025002 -1.369048 -0.056276 -0.1 -0.4 0.5
C -0.739835 -1.935157 -0.013939 0.0 -0.2 0.2
C 0.037827 -2.153377 -1.141975 0.0 0.0 0.1
C 1.346254 -2.569727 -1.019444 0.3 -0.1 0.3
C 1.905520 -2.779145 0.239383 -0.3 0.1 -0.2
C 1.119130 -2.607533 1.376220 0.1 -0.1 0.2
C -0.192192 -2.179920 1.254551 -0.2 -0.1 -0.4
O -1.024691 -1.930544 2.319198 0.0 0.1 -0.5
C -0.556979 -2.222430 3.614681 0.0 -0.1 0.3
H 0.328351 -1.633013 3.868608 0.0 0.0 0.0
H -0.329094 -3.286892 3.724220 0.0 0.0 0.0
H -1.372579 -1.958754 4.286908 0.1 0.0 0.0
H 1.542000 -2.775338 2.351029 0.1 0.0 0.1
O 3.211217 -3.142032 0.265750 -0.1 0.0 -0.2
C 3.859411 -3.247069 1.516155 0.1 0.0 0.2
H 3.471652 -4.092035 2.094848 0.0 0.0 0.0
H 3.762003 -2.326739 2.098681 0.0 -0.1 0.0
H 4.908468 -3.425165 1.285870 -0.1 0.0 0.1
H 1.961418 -2.719762 -1.890936 0.1 0.0 -0.1
H -0.385527 -1.977147 -2.116438 0.0 0.0 -0.1
H -2.311235 -0.990551 0.835968 -0.1 0.1 -0.3
H -3.901195 0.299689 0.129462 0.0 -0.1 0.0
H -4.795105 -0.341952 -1.290940 0.0 0.0 0.0
C -1.230871 1.940854 -3.930115 0.2 -0.3 -0.4
C -1.654161 0.637590 -4.527032 -0.8 0.4 -0.4
C -2.788256 0.266983 -5.186019 0.6 0.3 0.3
C -2.614574 -1.095769 -5.526855 0.5 -0.3 0.0
C -1.394774 -1.447868 -5.043041 -0.7 -0.4 -0.5
O -0.802917 -0.405613 -4.442070 0.4 0.3 0.3
H -0.859247 -2.375846 -5.052638 0.1 -0.1 0.1
H -3.308215 -1.722040 -6.048161 -0.1 -0.2 -0.1
H -3.637579 0.885342 -5.391950 -0.2 0.2 0.0
H -0.364853 2.344600 -4.467472 -0.3 0.0 0.1
H -2.057083 2.653120 -3.964399 0.1 -0.1 -0.1
H -0.450275 0.784533 2.050351 -0.1 -0.1 0.1
H 0.773112 1.717657 3.777703 0.1 0.0 -0.2
H 2.454908 0.009818 5.486966 -0.1 0.1 0.0
H 0.816221 0.550330 5.966444 0.1 0.0 0.0
H 2.579874 1.982889 7.003437 0.0 0.0 -0.1
H 3.185554 2.402838 5.378046 -0.1 0.0 0.1
H 2.580379 4.733491 5.748582 0.0 0.0 0.0
H 0.874102 5.042934 6.169422 0.1 0.1 0.0
```
Forces are in eV/Å.



A 2-piece molecular cluster, C4H6O2 overall, computed with ωB97M-V/def2-TZVPD.

E_LUMO in Ha: 0.03040
E_tot in hartree: -306.3598
Energy relative to the best compared isomer or geometry (same formula, charge and spin) in kcal/mol: 92.0
Net charge: 0
Spin multiplicity: 1
Molecular weight in g mol⁻¹: 86.09
HOMO in hartree: -0.330

Structure (XYZ):
```
12
Properties=species:S:1:pos:R:3:forces:R:3
O 2.217642 -0.117227 1.451358 -0.5 0.0 -0.6
C 1.481740 -0.132593 0.543722 0.0 -0.1 1.0
C 0.457381 -0.185665 -0.288414 0.0 0.0 0.2
C -0.843001 -0.283655 0.408702 0.0 0.1 0.2
C -1.968397 0.568070 0.042320 -0.2 0.3 0.1
O -1.927497 -0.807979 -0.329449 -0.2 -0.2 -0.1
H 2.750641 0.163908 -0.946030 0.4 -0.2 -0.5
H 2.630846 -0.575306 -0.978654 0.5 0.2 -0.5
H 0.509990 -0.102671 -1.367050 0.2 0.0 0.3
H -0.762132 -0.634314 1.439020 -0.2 0.1 -0.1
H -2.700703 0.831500 0.801910 0.0 0.0 -0.1
H -1.846508 1.275927 -0.777436 0.0 -0.1 0.1
```
Forces are in eV/Å.



A 4-piece molecular cluster, C3H9NO overall, computed with ωB97M-V/def2-TZVPD.

E_LUMO in Ha: 0.04263
E_tot in hartree: -249.5637
Energy relative to the best compared isomer or geometry (same formula, charge and spin) in kcal/mol: 94.1
Net charge: 0
Spin multiplicity: 1
Molecular weight in g mol⁻¹: 75.11
HOMO in hartree: -0.352

Structure (XYZ):
```
14
Properties=species:S:1:pos:R:3:forces:R:3
C 1.008320 0.704924 -1.104647 1.6 0.3 -0.5
C 0.387978 1.161942 1.117845 0.4 0.7 1.0
C -2.425495 -0.705936 -0.381908 -2.6 2.4 0.0
N 0.120718 0.913733 -0.243053 0.0 0.0 -1.4
O -1.769639 -1.588040 0.017237 1.1 -2.1 1.1
H 2.143395 0.828557 -0.953233 -1.5 -0.3 0.2
H 0.743694 0.422979 -2.146260 -0.1 0.2 0.7
H 2.491641 -2.661545 0.185024 -3.6 1.3 -0.8
H 1.375956 1.447931 1.496397 0.6 -0.7 -0.7
H -0.176594 1.980626 1.511814 -1.0 0.6 -0.2
H -0.002130 0.299738 1.607691 0.0 -0.7 0.8
H -2.077936 -0.084187 -1.209357 -0.2 0.3 -0.3
H -3.463279 -0.375878 0.108096 1.6 -0.7 -0.7
H 1.643368 -2.344844 -0.005651 3.6 -1.3 0.8
```
Forces are in eV/Å.